{
  "formula": "CH5N3O3",
  "method": "wB97M-V/def2-TZVPD",
  "elements": ["N", "N", "O", "C", "O", "N", "O", "H", "H", "H", "H", "H"],
  "xyz": [[-1.8942, -0.1564, -0.2793], [-0.8881, -0.5458, 0.5011], [0.2018, -1.4191, -0.1755], [1.1320, -0.5803, 0.4674], [2.1821, -0.1741, -0.2758], [0.0946, 0.4434, 0.8108], [0.1455, 1.4871, -0.1695], [-2.5976, -0.8771, -0.3579], [-1.6410, 0.2675, -1.1732], [1.5161, -1.0148, 1.3968], [1.8533, 0.2878, -1.0625], [-0.1045, 2.2817, 0.3177]],
  "forces_ev_per_a": [[-0.174, 0.359, -0.700], [0.048, -1.014, 0.344], [-0.483, 0.554, -0.313], [0.097, -0.046, 0.416], [0.213, 0.104, -0.296], [0.077, 0.965, 0.411], [0.001, -0.562, -0.301], [0.104, 0.063, 0.130], [0.084, -0.160, 0.216], [0.007, 0.059, -0.181], [-0.008, -0.057, 0.161], [0.034, -0.267, 0.114]],
  "homo_ev": -9.2,
  "total_energy_ev": -11725.788,
  "smiles": "NN1O[C@@H](O)N1O"
}